Arrangement A

Computed, not measured: a cluster of 4 separate species, C4H17NO3 in total, with wB97M-V/def2-TZVPD.

HOMO in eV: -8.58
SMILES: CNC(C)C.O.O.O
Net charge: 0

```
25
C4H17NO3 | the Open Molecules 2025 dataset | wB97M-V/def2-TZVPD
C -0.600 0.411 2.125
N -0.877 0.603 0.711
C -1.596 -0.428 -0.079
C -3.072 -0.455 0.322
C -0.861 -1.819 0.023
H -0.983 1.151 2.838
H 0.488 0.496 2.307
H -0.741 -0.632 2.379
H -0.969 1.564 0.451
H -1.609 0.003 -1.087
H -3.788 -0.016 -0.411
H -3.274 0.235 1.133
H -3.574 -1.421 0.407
H -1.678 -2.511 0.211
H -0.191 -1.863 0.867
H -0.375 -1.905 -0.943
O 2.349 -2.294 -1.518
H 1.652 -1.748 -1.134
H 3.134 -1.878 -1.186
O 2.487 0.339 -0.566
H 2.587 0.673 -1.458
H 1.633 0.682 -0.280
O 3.115 3.802 -1.936
H 3.301 4.064 -1.024
H 3.442 2.947 -2.152
```

=====

Arrangement B

Computed, not measured: a cluster of 4 separate species, C4H17NO3 in total, with wB97M-V/def2-TZVPD.

HOMO in eV: -8.47
SMILES: CCCNC.O.O.O
Net charge: 0

```
25
C4H17NO3 | the Open Molecules 2025 dataset | wB97M-V/def2-TZVPD
C -1.970 -1.910 1.046
C -1.379 -0.490 0.910
C -0.094 -0.354 1.753
N 1.081 0.020 0.909
C 2.327 0.544 1.443
H -1.321 -2.718 1.397
H -2.570 -1.720 1.976
H -2.588 -2.313 0.255
H -1.211 -0.161 -0.076
H -2.185 0.232 1.244
H -0.195 0.474 2.412
H 0.200 -1.405 2.058
H 1.317 -0.538 0.081
H 2.958 0.642 0.564
H 2.210 1.563 1.821
H 2.943 0.027 2.223
O -2.105 2.383 -2.260
H -1.306 2.424 -1.734
H -2.524 1.521 -2.258
O -0.001 -1.712 -2.239
H -0.355 -1.200 -2.964
H 0.950 -1.638 -2.383
O 2.045 2.284 -2.376
H 2.045 2.657 -1.492
H 1.728 1.389 -2.310
```

=====

Which is the most stable structure? arrangement A is the most stable.

=====

Arrangement A

Computed, not measured: a cluster of 2 separate species, C2H5F2N3 in total, with wB97M-V/def2-TZVPD.

HOMO (alpha / beta) in eV: -22.03 / -20.34
Net charge: +2

```
12
C2H5F2N3 | the Open Molecules 2025 dataset | wB97M-V/def2-TZVPD
C 2.063 0.253 0.216
C -1.509 0.192 0.018
N -0.737 -0.679 0.500
N 2.966 -0.394 -0.280
N -2.891 0.288 0.063
F 2.091 1.455 0.611
F -0.926 1.356 -0.423
H -1.078 -1.591 0.982
H 3.083 -1.405 -0.765
H 3.802 0.043 -0.522
H -3.577 -0.497 0.213
H -3.287 0.979 -0.614
```

=====

Arrangement B

Computed, not measured: the ion C2H5F2N3 with charge +2, with wB97M-V/def2-TZVPD.

HOMO in eV: -21.94
SMILES: N/C(F)=[NH+]/C(=[NH2+])F
Net charge: +2

```
12
C2H5F2N3 | the Open Molecules 2025 dataset | wB97M-V/def2-TZVPD
N -1.615 -0.425 1.637
C -0.869 0.314 0.938
F -0.477 1.440 1.352
N -0.137 -0.226 -0.171
C 1.016 0.453 -0.754
N 1.607 -0.073 -1.719
F 1.253 1.636 -0.332
H -1.861 -1.342 1.253
H -2.334 -0.140 2.457
H -0.351 -1.203 -0.518
H 1.611 -1.006 -1.973
H 2.157 0.574 -2.169
```

=====

Which is the most stable structure? arrangement B is the most stable.